Density functional theory data (ωB97M-V with the def2-TZVPD basis set) for a single C4H6N2O2 molecule in a non-equilibrium geometry.

Positions of all 14 atoms, in Å:
C: -0.763302 -1.665693 0.693501
C: -0.190173 0.897184 0.991452
C: 0.122446 1.147916 -0.499416
C: 1.228773 0.412255 -1.212200
H: -1.009761 -2.551363 1.295067
H: -0.910060 -0.163100 2.303240
H: 0.026846 2.218209 -0.729621
H: 2.031667 0.980430 -1.773793
H: 1.662809 -0.589201 -0.756187
H: -0.557254 -0.658920 -1.344300
N: -0.798464 -0.335598 1.348995
N: -0.173365 0.296030 -1.628824
O: -0.791829 -1.783146 -0.500843
O: 0.121670 1.794996 1.812929

Forces on atoms 1 to 2 (eV/Å):
C -1.8 2.6 0.7
C 1.8 2.3 -1.4

Properties
HOMO-LUMO gap ... 8.852 eV
Charge ... 0
ΔE to the lowest compared entry with this formula, charge and spin ... 3.004 eV
LUMO energy ... -0.147 eV
E_HOMO ... -9.00 eV
DFT total energy ... -415.93022 hartree



Density functional theory data (ωB97M-V with the def2-TZVPD basis set) for a molecular structure, C31H51Cl13F5NbO4P in a non-equilibrium geometry.

Positions of all 106 atoms, in Å:
C: -0.801210 0.084037 2.338864
C: 0.053439 -0.295002 1.269964
Nb: 0.437983 0.794157 -0.679812
C: 1.221068 1.910359 -2.536546
C: 0.194767 1.943580 -3.770312
C: 0.522802 3.324990 -4.589594
C: -1.147351 -0.343372 -1.850898
C: -2.108052 -1.314787 -1.006106
O: -1.673316 -2.712319 -0.933583
C: -2.449647 -3.456543 -1.899295
C: -2.185520 -3.331489 -3.472810
O: -3.366625 -4.189757 -1.431809
C: 2.102979 1.933534 0.468969
O: 2.807680 1.064395 1.425143
C: 4.182130 0.913934 1.018043
P: 2.149810 -1.052488 -1.331900
O: 2.187325 -1.226227 -3.075261
Cl: 1.552766 -2.956743 -0.652813
C: -0.987817 2.538428 -0.176785
F: -0.510527 3.671002 -0.984437
F: -0.840454 3.028618 1.189410
C: -2.500777 2.335454 -0.619011
C: -3.001098 3.049420 -1.941101
C: -4.486616 2.917435 -2.451168
C: -5.577475 2.123279 -1.669056
C: -5.089099 1.424497 -0.336328
C: -6.182911 0.631665 0.511373
F: -5.671430 0.240396 1.785824
F: -7.364795 1.424292 0.755480
F: -6.651607 -0.539988 -0.150373
C: -3.593771 1.535524 0.137886
H: -0.652883 -0.438649 3.361881
H: -1.591051 0.901627 2.332257
H: 0.664153 -1.264323 1.448736
H: 2.176388 1.374415 -2.928484
H: 1.598286 2.978374 -2.283602
H: -0.908152 2.018593 -3.499973
H: 0.461756 1.097993 -4.493350
H: 0.046703 3.351204 -5.627203
H: 0.010225 4.156957 -3.962862
H: 1.638933 3.575985 -4.572117
H: -1.853127 0.323953 -2.487371
H: -0.610302 -1.015677 -2.633284
H: -2.357417 -0.975350 0.051568
H: -3.124630 -1.339635 -1.571011
H: -3.022077 -2.687904 -3.932760
H: -1.188926 -2.827839 -3.738436
H: -2.220576 -4.350627 -4.005967
H: 1.728172 2.914416 0.926794
H: 2.901952 2.224416 -0.324108
H: 4.825192 1.849067 1.191228
H: 4.303183 0.591930 -0.090209
H: 4.631968 0.056458 1.645413
H: 1.401466 -0.773434 -3.458244
H: -2.323124 3.675781 -2.611205
H: -4.851585 3.427243 -3.426281
H: -6.645077 2.078765 -2.054852
H: -3.347362 0.983569 1.098613
Cl: 5.457449 -2.207697 0.061547
C: 6.679012 -3.142421 0.955504
C: 6.078349 -3.882158 2.133405
Cl: 5.541985 -2.772090 3.420337
H: 7.468191 -2.456824 1.270522
H: 7.110309 -3.855429 0.251392
H: 6.825590 -4.543339 2.577197
H: 5.222794 -4.489477 1.831684
Cl: -6.923493 6.468929 -2.139291
C: -7.877864 6.035183 -0.698446
C: -7.028076 5.976556 0.555383
Cl: -5.886334 4.611577 0.528516
H: -8.371295 5.081373 -0.893591
H: -8.648590 6.800976 -0.587692
H: -7.667020 5.837428 1.429879
H: -6.454831 6.895081 0.695738
Cl: 1.564347 -2.466636 4.581314
C: 2.780824 -3.404422 5.481539
C: 2.177985 -4.143002 6.659856
Cl: 1.641391 -3.033255 7.947326
H: 3.570136 -2.720172 5.797528
H: 3.212189 -4.119410 4.778412
H: 2.924604 -4.804396 7.104336
H: 1.322302 -4.749891 6.358312
Cl: 6.742107 -5.119438 -1.900500
C: 6.144752 -5.158004 -3.578631
C: 5.929784 -3.767253 -4.143446
Cl: 4.570246 -2.925677 -3.361286
H: 5.224920 -5.745113 -3.596778
H: 6.896969 -5.685488 -4.169294
H: 5.691012 -3.832866 -5.207028
H: 6.821121 -3.146347 -4.032479
Cl: -6.078442 4.619914 -6.978172
C: -4.693134 5.714194 -6.739310
C: -3.380334 4.962988 -6.641136
Cl: -3.266578 4.002459 -5.146129
H: -4.882517 6.310125 -5.844658
H: -4.670459 6.387678 -7.598582
H: -2.548676 5.670334 -6.626432
H: -3.238518 4.288992 -7.488063
Cl: 3.929473 -5.710510 10.039920
C: 3.342774 -4.420960 11.119430
C: 4.358759 -4.059066 12.184195
Cl: 4.583090 -5.367211 13.373431
H: 2.399854 -4.750449 11.559195
H: 3.139406 -3.551455 10.490971
H: 4.017426 -3.183003 12.738934
H: 5.332272 -3.827911 11.748010

Forces on atoms 1 to 2 (eV/Å):
C 1.8 -1.1 -0.8
C -0.9 -0.3 2.1

Properties
HOMO-LUMO gap ... 5.958 eV
Charge ... -1
LUMO energy ... 1.434 eV
E_HOMO ... -4.52 eV
DFT total energy ... -8392.53410 hartree